(1)
The following is a DFT calculation (ωB97M-V/def2-TZVPD) of C4H10 in the gas phase.

Computed properties:
Total energy (hartree): -158.4014
LUMO (eV): 1.25
Net charge: 0
HOMO-LUMO gap (Ha): 0.4626
SMILES: CC(C)C

XYZ file:
```
14
Properties=species:S:1:pos:R:3:forces:R:3
H -1.801128 1.219458 0.432514 0.09 -0.15 -0.01
C -1.384102 0.205551 0.463894 -0.07 -0.02 0.00
H 1.830562 -1.118627 0.478522 -0.13 -0.04 -0.06
H 0.507791 -1.721020 -0.527889 -0.05 -0.09 0.13
C 0.739680 -1.172023 0.389345 0.07 -0.04 0.28
H 0.017774 1.789160 -1.217981 0.09 -0.16 0.05
H 1.635614 1.099367 -1.009853 -0.14 -0.08 0.01
C 0.565247 0.863259 -1.002124 0.03 0.26 0.06
H 0.545671 0.808342 1.160263 -0.06 0.04 -0.13
C 0.138368 0.228739 0.321874 0.01 0.00 -0.06
H 0.381005 0.148991 -1.809724 -0.06 0.15 -0.07
H -1.851584 -0.369903 -0.345473 0.10 0.06 0.08
H 0.361532 -1.731654 1.252377 0.05 0.02 -0.15
H -1.686431 -0.249638 1.414255 0.05 0.04 -0.14
```
Forces are in eV/Å.

These are the Mulliken partial charges, in e, on atoms 1 to 6:
1. H 0.36
2. C -1.38
3. H 0.34
4. H 0.33
5. C -1.36
6. H 0.36

***

(2)
The following is a DFT calculation (ωB97M-V/def2-TZVPD) of a molecular structure, C25H33AsBClN8V.

Computed properties:
Total energy (hartree): -5074.8699
LUMO (spin up / spin down) (eV): -7.65 / -8.10
2S+1: 4
Net charge: +2
HOMO-LUMO gap (spin up / spin down) (Ha): 0.2317 / 0.2227

XYZ file:
```
70
Properties=species:S:1:pos:R:3:forces:R:3
C -1.326961 -2.665384 -1.409682 -0.20 -0.01 -0.02
C 3.049044 -2.324400 2.518492 -0.04 0.04 0.00
H 3.425435 3.428840 1.078484 0.00 -0.01 0.01
H 1.345645 -1.132566 3.333009 0.04 -0.03 0.03
N 2.390620 -1.967778 0.428850 0.25 -0.20 -0.04
C -1.910927 -0.957148 1.427357 0.51 -0.25 -0.19
C 3.317051 -2.569859 1.170962 -0.11 0.09 -0.02
H -1.272120 -1.846408 1.384936 -0.29 -0.13 0.04
H -2.465906 -0.710331 0.523230 -0.16 -0.01 0.07
H 0.682629 3.858573 3.836118 -0.01 0.00 0.01
H 6.389084 -3.797065 -2.452112 0.03 -0.01 0.00
N 1.415421 0.297969 -1.139116 -0.24 -0.18 0.32
H -1.956259 2.821785 -0.106820 0.02 -0.02 0.02
H -1.538628 -4.410531 -2.754653 -0.03 -0.01 0.00
H -1.043792 3.627862 4.130011 0.01 0.01 0.00
C 0.461094 -3.632676 -2.229635 -0.05 0.11 0.07
C -1.825796 2.968980 0.968331 -0.02 -0.02 0.02
C 4.441375 -4.724821 -1.843595 -0.03 0.03 -0.13
H 3.452126 -0.640769 -3.442052 0.02 0.01 -0.01
N 1.507259 -1.339227 1.244951 -0.16 0.15 -0.26
N 2.260175 -0.599113 -1.701720 0.05 0.07 -0.05
H -4.844894 1.252332 4.196744 -0.01 0.00 0.02
C -0.068343 3.146694 4.178306 -0.01 0.06 -0.04
C -2.410914 -0.613928 2.686441 -0.10 0.03 0.02
C 1.273603 3.309318 1.041937 -0.13 0.06 0.04
C -3.392738 0.035547 5.217593 -0.02 0.01 0.09
N 3.367941 -2.883427 -1.661245 -0.08 0.02 -0.18
H -1.041555 4.998883 0.895432 -0.01 0.02 0.00
H -0.855506 1.191891 3.681991 0.02 0.00 -0.02
H 1.083898 4.203363 1.638491 0.00 -0.04 -0.01
H -1.912943 4.627249 2.383399 0.02 0.00 0.00
H 1.198551 -4.256089 -2.701371 0.02 -0.03 -0.01
B 2.246096 -2.044145 -1.146933 0.18 0.02 0.08
H 0.892020 1.312882 3.539077 -0.02 0.00 0.00
C 1.428098 1.389588 -1.907669 0.05 0.04 -0.14
H -2.791557 4.891919 0.884944 -0.02 -0.03 0.00
H 0.814539 2.239918 -1.661257 0.01 0.02 -0.01
H -2.324522 -2.366233 -1.129905 -0.02 -0.04 -0.03
H 0.140923 2.938844 5.227478 0.00 -0.04 0.00
C -0.923652 -3.700383 -2.232867 0.05 0.04 0.02
H -1.034438 -1.898208 3.767754 0.01 0.00 -0.02
C -2.321282 -0.864404 5.104363 0.01 -0.01 -0.06
H -1.897992 -1.301928 5.997266 0.00 0.00 0.02
N 3.257170 -4.234514 -1.543263 -0.15 -0.10 0.11
H 2.757570 2.506133 2.413841 -0.01 -0.01 0.00
C -0.045062 1.851484 3.375285 -0.02 0.06 -0.02
As -0.165453 2.046858 1.429594 0.29 -0.14 -0.13
H 3.614007 -2.669309 3.365242 0.00 -0.01 0.03
H 1.187074 3.614247 -0.001426 0.00 -0.04 0.01
C 1.908240 -1.555230 2.514920 0.00 0.04 0.18
C 4.643081 -2.546547 -2.015084 0.10 0.04 0.06
Cl -3.982282 0.439973 6.760063 0.01 0.00 -0.02
C 2.285788 1.207349 -2.984768 -0.03 -0.03 0.04
C 2.643309 2.720496 1.350119 0.05 -0.03 0.00
H 2.512569 1.898235 -3.775957 0.00 0.03 -0.01
H 4.966188 -1.522553 -2.094410 -0.01 0.01 -0.04
H 4.596865 -5.790931 -1.833453 0.01 -0.03 -0.01
C -1.889045 4.453602 1.309782 0.06 0.04 0.01
C -1.843082 -1.183673 3.863398 -0.05 0.00 0.05
H -4.005720 0.663636 1.957086 0.00 0.00 -0.02
H 2.821697 1.797653 0.793421 0.01 0.02 0.01
C 5.357537 -3.702188 -2.164751 0.01 0.08 0.12
V 0.085045 -0.389493 0.316102 -0.20 0.27 0.05
N -0.264414 -1.996903 -0.941552 0.43 0.33 0.20
H -2.620498 2.410153 1.464057 -0.02 0.04 -0.02
C 2.782294 -0.072470 -2.820703 -0.09 0.00 0.02
N 0.839700 -2.608535 -1.454957 -0.04 -0.32 -0.19
C -3.519087 0.267707 2.839374 0.04 0.01 0.01
C -3.997880 0.591194 4.079922 0.04 -0.02 -0.04
H 4.101319 -3.146180 0.708583 0.03 -0.02 0.01
```
Forces are in eV/Å.

These are the Mulliken partial charges, in e, on atoms 1 to 6:
1. C -0.14
2. C -1.53
3. H 0.42
4. H 0.42
5. N 0.53
6. C -1.47

***

(3)
The following is a DFT calculation (ωB97M-V/def2-TZVPD) of 2 unconnected molecules or ions with the total composition C7H10N2 at a distorted geometry.

Computed properties:
Total energy (hartree): -382.0331
LUMO (spin up / spin down) (eV): -2.80 / -2.84
Net charge: 0
HOMO-LUMO gap (spin up / spin down) (Ha): 0.2530 / 0.2488

XYZ file:
```
19
Properties=species:S:1:pos:R:3:forces:R:3
H -1.716918 -1.237764 2.269166 -0.55 0.25 -0.18
C -0.483929 0.621342 -1.662667 0.09 4.17 0.03
H 2.104788 0.647618 -0.538206 1.35 0.89 -1.26
C -3.228471 0.360423 -0.099795 0.50 0.29 0.52
C -0.767080 -0.648699 0.427402 -1.44 3.73 1.29
H 0.129619 1.225108 0.509457 -0.62 1.19 -0.08
H 1.719007 -0.461211 0.640305 1.07 -1.02 2.60
N -4.245846 0.926235 -0.183482 0.80 -0.52 0.01
H -1.563789 0.955812 -1.543524 1.35 0.47 -0.50
H 0.233949 1.318221 -2.339974 -1.92 -1.36 1.79
H -0.693965 0.189878 2.408786 -0.18 2.49 0.63
H -0.095330 -1.252814 2.261699 2.24 -1.79 0.49
C -1.390032 -1.664373 -0.260580 -0.54 -2.33 -1.97
N -1.811954 -2.550423 -0.877918 0.50 0.43 0.57
H -0.633423 -0.253966 -2.214018 0.44 -1.85 -0.43
C -0.871814 -0.680505 1.891227 -1.19 -1.47 -0.80
C 0.033523 0.453133 -0.217575 0.06 -3.13 -1.42
H 1.326370 -1.040612 -0.928976 1.19 0.45 -0.39
C 1.486328 -0.154184 -0.304334 -3.15 -0.88 -0.93
```
Forces are in eV/Å.

These are the Mulliken partial charges, in e, on atoms 1 to 6:
1. H 0.40
2. C -1.35
3. H 0.46
4. C 0.05
5. C 0.64
6. H 0.53

***

(4)
The following is a DFT calculation (ωB97M-V/def2-TZVPD) of a molecular structure, C20H34GeO3S3Sn.

Computed properties:
Total energy (hartree): -4494.1158
LUMO (spin up / spin down) (eV): 2.67 / 1.61
2S+1: 2
Net charge: -1
HOMO-LUMO gap (spin up / spin down) (Ha): 0.2428 / 0.2178

XYZ file:
```
62
Properties=species:S:1:pos:R:3:forces:R:3
H 0.377441 3.904581 0.103203 -0.03 0.02 -0.01
H 2.966924 -1.145232 -1.968845 0.04 -0.05 -0.04
C 1.187637 1.342692 -3.543895 0.02 -0.07 0.25
H 1.959563 -1.530221 3.251664 0.01 0.00 0.03
O 2.342342 -0.707696 0.733550 0.11 0.27 -0.26
H 0.422393 3.657277 3.862403 -0.05 -0.01 0.04
H 3.897332 1.437753 -3.727882 -0.01 -0.01 -0.01
C 2.198648 0.786147 -2.540025 0.17 -0.07 -0.48
S -1.505659 -1.537245 -2.249698 0.56 0.05 0.21
C 3.540979 1.505824 -2.698722 -0.13 -0.09 0.17
H 1.521319 -3.085495 1.313131 0.01 -0.04 0.02
H 2.095375 4.709512 2.461928 -0.02 0.02 -0.01
H 2.717492 -3.230852 0.020952 -0.01 -0.02 0.00
H -4.548984 -0.808467 1.611790 0.02 0.00 -0.01
C 2.999333 -1.406587 2.942502 -0.06 0.07 -0.20
H 2.867582 -0.917476 -3.734581 -0.03 0.01 -0.02
H 0.231851 0.833089 -3.409511 -0.02 0.05 -0.10
C -2.583693 -4.050638 2.348903 -0.03 -0.08 0.01
H 3.425940 2.556859 -2.426558 0.05 0.02 -0.03
H 5.176656 -2.369416 1.493051 0.01 0.00 0.01
H 2.701393 3.903699 0.999156 0.03 0.06 0.02
C 0.487305 2.698677 3.342888 0.10 -0.07 -0.17
C 1.001200 2.910168 1.914130 0.09 0.29 -0.01
O 1.229224 1.650594 1.313091 0.26 -0.21 -0.05
H -0.911363 3.026367 0.922274 -0.04 0.05 0.05
C -4.668259 -2.911193 1.982830 -0.06 -0.08 0.02
C -3.972427 -4.086892 2.248757 0.03 0.03 -0.03
S -4.282171 -0.557384 -2.277968 -0.12 0.09 -0.04
H -0.825315 -2.824123 2.276364 -0.01 -0.05 0.05
C -2.596101 -1.645578 1.974024 -0.10 -0.38 -0.05
H -2.031090 -4.965201 2.527756 0.00 0.01 0.01
C 2.289516 3.741362 1.996811 -0.09 -0.18 -0.05
C 3.122059 -1.642943 1.430663 0.24 -0.20 0.25
H 1.030869 2.409350 -3.373966 0.02 0.00 -0.01
C -0.039619 3.664779 1.083672 0.09 -0.17 -0.05
H 4.286332 1.059434 -2.036300 0.07 0.06 -0.07
H -2.440767 0.506344 1.804406 0.09 0.02 -0.12
C 2.588103 -3.036104 1.087144 -0.01 0.21 -0.04
O 1.687841 1.009799 -1.232558 -0.24 -0.10 0.60
C -2.667628 -0.277374 -2.036963 -0.68 -0.21 -0.25
H 3.117821 -3.801796 1.657794 -0.04 -0.05 -0.01
H 1.392598 -1.196317 -2.777645 0.05 -0.09 -0.06
H 3.034980 3.208773 2.592524 0.04 0.06 -0.02
Sn -0.269730 -0.111926 -0.373645 0.02 0.03 -0.27
Ge 2.802559 1.093274 0.410780 -0.68 -0.21 -0.08
H -5.746701 -2.936507 1.885157 0.01 0.01 -0.02
H -0.497820 2.234717 3.344994 -0.06 -0.09 -0.04
C -1.888548 -0.420936 1.899266 0.04 0.15 0.36
C 4.603724 -1.564470 1.028270 -0.20 0.11 -0.02
C -1.908044 -2.857573 2.214725 0.05 0.20 -0.03
H -0.353944 4.587461 1.576248 -0.01 0.02 -0.01
S -2.076767 1.280487 -1.547938 0.35 0.26 0.28
H 3.630176 -2.103015 3.499368 -0.03 0.01 0.06
H -4.503913 -5.023141 2.361297 0.00 0.00 -0.01
H 5.027163 -0.606212 1.335684 0.06 -0.03 -0.02
H 1.536162 1.184462 -4.566482 0.00 0.00 -0.02
H -0.899726 -0.374548 2.333511 0.01 0.11 0.07
H 3.300834 -0.382641 3.176833 0.03 -0.03 0.04
H 1.179673 2.049113 3.882085 -0.02 0.01 0.02
H 4.692693 -1.647961 -0.057249 0.03 -0.01 0.00
C 2.374824 -0.718627 -2.780893 -0.03 0.17 0.26
C -3.998971 -1.714197 1.837462 0.10 0.13 -0.09
```
Forces are in eV/Å.

These are the Mulliken partial charges, in e, on atoms 1 to 6:
1. H 0.22
2. H -0.06
3. C -1.36
4. H 0.21
5. O 0.45
6. H 0.40

***

(5)
The following is a DFT calculation (ωB97M-V/def2-TZVPD) of C5H10O2 in the gas phase.

Computed properties:
Total energy (hartree): -346.8064
LUMO (eV): 0.79
Net charge: 0
HOMO-LUMO gap (Ha): 0.3036

XYZ file:
```
17
Properties=species:S:1:pos:R:3:forces:R:3
C 2.308117 0.418853 0.658950 0.13 0.02 0.17
H -1.524144 -1.483865 0.527140 0.04 0.19 0.12
H -0.495206 1.064419 1.660148 -0.10 -0.07 -0.04
H -2.787583 0.471368 -0.158830 0.20 -0.04 -0.03
H -1.232555 -0.406667 -2.316231 -0.18 -0.03 -0.04
H 0.201024 -0.574574 2.037656 0.17 0.29 -0.28
C -0.935818 -0.626345 0.186389 -0.03 -0.20 0.13
H 2.533587 1.394755 1.096956 -0.05 -0.14 0.03
C -1.813201 0.325420 -0.643786 0.09 0.11 0.27
H 2.497359 -0.402804 1.351336 0.03 0.06 -0.02
O 0.937193 0.395249 0.262675 -0.06 -0.31 0.25
H -1.331812 1.316497 -0.715137 -0.04 -0.19 -0.04
H 0.596875 -0.992827 -1.415373 -0.12 0.28 -0.11
C 0.437595 -1.082127 -0.331125 -0.14 -0.26 -0.45
O -2.091328 -0.193477 -1.924866 0.20 -0.08 -0.18
C -0.150141 0.110636 1.256309 0.11 0.32 0.03
H 2.908318 0.273766 -0.245502 -0.24 0.03 0.18
```
Forces are in eV/Å.

These are the Mulliken partial charges, in e, on atoms 1 to 6:
1. C -0.72
2. H 0.42
3. H 0.33
4. H 0.31
5. H 0.30
6. H 0.29

***

(6)
The following is a DFT calculation (ωB97M-V/def2-TZVPD) of 2 unconnected molecules or ions with the total composition C5H13NO2 at a distorted geometry.

Computed properties:
Total energy (hartree): -403.5435
LUMO (eV): 0.85
Net charge: 0
HOMO-LUMO gap (Ha): 0.3937
SMILES: CC(C)CNC=O.O

XYZ file:
```
21
Properties=species:S:1:pos:R:3:forces:R:3
H -1.114569 -1.364979 0.174883 0.43 -0.25 -0.20
H -0.639688 1.244791 -0.743255 -0.02 -0.61 -0.33
C -0.049665 2.638465 0.706855 0.58 -0.13 -0.82
C 0.847662 -1.963827 -0.050599 1.12 -0.02 0.04
H 0.972544 2.495356 1.074422 -0.27 0.08 0.34
H 0.101916 3.244407 -0.188910 -0.18 -0.02 -0.11
H 1.162985 0.323506 0.928553 0.22 0.02 -0.07
H -2.415344 0.256490 1.271130 -0.08 -0.08 -0.36
O 0.383134 -0.740176 -2.792623 -0.25 0.08 -0.01
C -2.159547 1.212980 0.804411 -0.32 0.27 0.01
O 2.030845 -1.740256 0.155363 -0.20 0.06 -0.01
H 0.646273 -0.446355 -1.912446 0.13 -0.07 -0.20
N -0.138922 -1.127086 0.317229 -1.00 0.10 0.27
H 0.583376 -2.865072 -0.612085 -0.64 -0.02 0.09
C 0.097861 0.143480 0.986758 0.25 -0.08 -0.48
H -0.635029 3.262762 1.365312 -0.08 -0.10 0.49
H -0.153984 0.081715 2.045584 -0.07 -0.03 0.13
H 1.177531 -1.060102 -3.226931 0.14 0.04 0.11
H -2.866026 1.446452 0.002359 0.04 -0.21 0.10
C -0.697149 1.272077 0.335160 0.07 1.01 1.07
H -2.347137 1.950529 1.591799 0.13 -0.04 -0.07
```
Forces are in eV/Å.

These are the Mulliken partial charges, in e, on atoms 1 to 6:
1. H 0.22
2. H 0.16
3. C -1.35
4. C -0.06
5. H 0.34
6. H 0.33